Formula: C11H17NO2
Source: OMol25
Level of theory: ωB97M-V/def2-TZVPD

ORCA input file:
```
! RIJCOSX wB97M-V def2-TZVPD def2/J DEFGRID3
* xyz 0 1
C 3.8287 -0.9711 -0.7525
C 2.6317 -0.1099 -0.4502
C 1.4823 -0.1028 -1.4230
C 0.8489 -1.3125 -1.7108
C -0.2579 -1.4046 -2.5614
C -0.7637 -0.2094 -3.0296
O -2.0336 -0.0529 -3.5447
C -0.1186 1.0383 -2.8309
C 0.9807 1.0631 -1.9853
H 4.7592 -0.6053 -0.2741
H 4.1313 -0.9984 -1.8048
H 3.7124 -2.0036 -0.3899
H 2.1829 -0.4088 0.5168
H 3.0021 0.9422 -0.3863
H 1.3038 -2.1848 -1.2255
H -0.5693 -2.3382 -3.0012
H -2.3119 -0.9775 -3.6218
H -0.6284 1.8878 -3.2521
H 1.4957 1.9802 -1.7695
C 0.1793 -0.7700 3.0155
C -0.2621 0.6713 3.0902
C -1.7579 0.8332 3.4147
N -2.8033 -0.0817 3.3256
O -2.1018 1.9798 3.6742
H -0.4387 -1.4026 3.6656
H 1.1839 -0.7669 3.4578
H 0.3975 -1.2649 2.0690
H 0.2370 1.2841 3.8794
H 0.0055 1.2183 2.1788
H -3.7039 0.3374 3.4707
H -2.6955 -1.0494 3.5784
*
```

HOMO-LUMO gap: 0.333 Eh
E_HOMO: -8.4 eV
relative energy (zero: lowest compared OMol25 entry of this formula, charge and spin): 1.002 eV
lowest unoccupied orbital energy: 0.0257 hartree
SMILES: CCc1ccc(O)cc1.CCC(N)=O



Formula: C5H10S
Source: OMol25
Level of theory: ωB97M-V/def2-TZVPD

ORCA input file:
```
! RIJCOSX wB97M-V def2-TZVPD def2/J DEFGRID3
* xyz 0 1
C -1.5534 -1.1081 -0.2880
C -0.9094 -0.0681 0.5525
C 0.3185 0.5494 -0.2163
C 1.1512 1.4862 0.6258
C 1.1921 -0.6812 -0.6514
S 1.4215 -1.3414 -2.1166
H -1.4208 -0.8106 -1.3265
H -1.0402 -2.0677 -0.3312
H -2.6471 -1.2004 -0.0526
H -1.6572 0.6830 0.7267
H -0.5413 -0.3830 1.4397
H -0.0043 1.1137 -1.1077
H 0.6642 2.3776 0.9736
H 1.9536 1.7915 0.0292
H 1.5860 0.8873 1.4688
H 1.4865 -1.2283 0.2738
*
```

HOMO-LUMO gap: 0.313 Eh
E_HOMO: -8.7 eV
relative energy (zero: lowest compared OMol25 entry of this formula, charge and spin): 1.237 eV
lowest unoccupied orbital energy: -0.0059 hartree
SMILES: CC[C@@H](C)C=S



Formula: C20H19N2NiO7P
Source: OMol25
Level of theory: ωB97M-V/def2-TZVPD

ORCA input file:
```
! RIJCOSX wB97M-V def2-TZVPD def2/J DEFGRID3
* xyz 0 3
Ni 0.8647 -0.5127 -0.3042
O -1.3006 3.1636 -1.8953
C -0.7070 2.0763 -1.3812
O 0.1144 1.4193 -1.9606
C -1.1262 1.8068 0.0304
C -1.9651 2.6309 0.7521
C -2.2418 2.2792 2.0719
C -1.6734 1.1390 2.6089
C -0.8469 0.3617 1.8052
N -0.5957 0.7037 0.5508
C -0.1636 -0.9218 2.2883
O -0.2461 -1.1528 3.4895
O 0.4036 -1.5790 1.3640
H -0.9532 3.2655 -2.7973
H -2.3875 3.5147 0.2965
H -2.8961 2.9006 2.6699
H -1.8428 0.8212 3.6283
O 2.8518 -1.6269 -3.5351
C 2.1193 -1.4781 -2.5735
O 2.3864 -0.9119 -1.4539
C 0.7052 -2.0425 -2.6702
C 0.3547 -2.8844 -3.7466
C -0.9037 -3.3900 -3.7960
C -1.8340 -3.0638 -2.7792
C -3.1631 -3.5534 -2.7775
C -4.0248 -3.2111 -1.7778
C -3.5897 -2.3694 -0.7276
C -2.3145 -1.8855 -0.7048
C -1.4093 -2.2165 -1.7388
N -0.1319 -1.7163 -1.7139
H 1.1102 -3.0883 -4.4910
H -1.2120 -4.0468 -4.6022
H -3.4797 -4.2044 -3.5846
H -5.0383 -3.5904 -1.7785
H -4.2735 -2.1165 0.0730
H -1.9638 -1.2683 0.1063
C 2.8325 0.8829 3.5161
P 2.7407 1.5457 1.8585
C 4.3971 2.0365 1.3992
C 1.7766 3.0561 1.9754
O 2.1612 0.5671 0.8959
H 3.0669 1.6674 4.2382
H 3.6032 0.1130 3.5525
H 1.8754 0.4186 3.7671
H 4.7760 2.8131 2.0652
H 4.3851 2.3997 0.3712
H 5.0473 1.1632 1.4496
H 2.3098 3.8315 2.5261
H 0.8303 2.8439 2.4767
H 1.5722 3.4097 0.9631
*
```

HOMO-LUMO gap (alpha / beta): 0.301 / 0.308 Eh
E_HOMO (alpha / beta): -8.8 / -9.0 eV
relative energy (zero: lowest compared OMol25 entry of this formula, charge and spin): 0.400 eV
lowest unoccupied orbital energy (alpha / beta): -0.0217 / -0.0212 hartree



Formula: C5H8OS
Source: OMol25
Level of theory: ωB97M-V/def2-TZVPD

ORCA input file:
```
! RIJCOSX wB97M-V def2-TZVPD def2/J DEFGRID3
* xyz 0 1
C -1.0378 0.4080 1.4590
C -0.9031 0.1366 0.0142
C -0.2447 1.2020 -0.7801
S 1.4993 0.6447 -0.2371
C 1.0386 -1.0945 0.2422
C -0.3101 -1.1362 -0.4508
O -1.7669 -1.0265 -0.2444
H -1.0647 -0.4939 2.0529
H -1.9221 1.0101 1.7638
H -0.2417 1.1169 1.9017
H -0.3419 1.1341 -1.9124
H -0.4155 2.2494 -0.4401
H 1.8651 -1.6575 -0.2593
H 1.0682 -1.3197 1.2918
H -0.0587 -1.2366 -1.5577
*
```

HOMO-LUMO gap: 0.357 Eh
E_HOMO: -8.9 eV
relative energy (zero: lowest compared OMol25 entry of this formula, charge and spin): 3.921 eV
lowest unoccupied orbital energy: 0.0297 hartree
SMILES: C[C@@]12CSC[C@H]1O2



Formula: C23H20N2O6
Source: OMol25
Level of theory: ωB97M-V/def2-TZVPD

ORCA input file:
```
! RIJCOSX wB97M-V def2-TZVPD def2/J DEFGRID3
* xyz 0 1
C -0.7889 0.1408 2.8748
O -0.8535 0.8981 1.6923
C 0.1357 1.8099 1.4594
C 1.3204 1.8969 2.1688
C 2.2663 2.8583 1.8402
C 2.0280 3.7443 0.8124
C 0.8375 3.6803 0.1007
C -0.1091 2.7213 0.4086
O -1.3233 2.5780 -0.2025
C -1.5757 3.1459 -1.4680
C -2.3637 2.1176 -2.2978
O -3.2797 2.4163 -3.0275
N -1.8515 0.8806 -2.0955
C -2.2638 -0.3592 -2.5430
C -3.3559 -0.5166 -3.3955
C -3.7322 -1.7743 -3.8209
C -3.0291 -2.8965 -3.4076
C -1.9580 -2.7553 -2.5469
C -1.5639 -1.4988 -2.0918
C -0.4036 -1.3348 -1.1762
O 0.3297 -0.3590 -1.2162
N -0.2444 -2.3483 -0.2767
C 0.6767 -2.4218 0.7691
C 0.5003 -3.4227 1.7264
C 1.3570 -3.5226 2.8073
C 2.3975 -2.6241 2.9564
C 2.5894 -1.6355 1.9948
C 3.6960 -0.6661 2.1763
O 4.3027 -0.5108 3.2076
O 3.9666 0.0386 1.0723
C 1.7410 -1.5353 0.8982
H 0.0589 -0.5520 2.8733
H -0.7268 0.7847 3.7581
H -1.7167 -0.4288 2.9099
H 1.5247 1.2127 2.9774
H 3.1841 2.9100 2.4062
H 2.7568 4.4989 0.5593
H 0.6511 4.3989 -0.6827
H -2.1663 4.0641 -1.3726
H -0.6502 3.3697 -2.0122
H -1.0312 0.8410 -1.4898
H -3.8890 0.3617 -3.7204
H -4.5733 -1.8815 -4.4888
H -3.3126 -3.8769 -3.7585
H -1.3966 -3.6331 -2.2576
H -0.9539 -3.0682 -0.2711
H -0.3197 -4.1200 1.6235
H 1.2043 -4.3006 3.5397
H 3.0676 -2.6728 3.8003
H 4.6739 0.6779 1.2485
H 1.8974 -0.7559 0.1727
*
```

HOMO-LUMO gap: 0.306 Eh
E_HOMO: -8.2 eV
relative energy (zero: lowest compared OMol25 entry of this formula, charge and spin): 0.164 eV
lowest unoccupied orbital energy: 0.0041 hartree
SMILES: COc1ccccc1OCC(=O)Nc1ccccc1C(=O)Nc1cccc(C(=O)O)c1



Formula: C6H15AlNP2S
Source: OMol25
Level of theory: ωB97M-V/def2-TZVPD

ORCA input file:
```
! RIJCOSX wB97M-V def2-TZVPD def2/J DEFGRID3
* xyz -1 1
C 3.0134 -1.8112 0.2460
C 1.7568 -1.6458 0.7427
C 1.1730 -0.3835 1.2516
Al -0.0137 0.5204 -0.0920
C -1.5900 -0.5478 -0.7146
C -2.2980 -1.4002 0.2915
C -3.6501 -1.5318 0.3920
P 1.2407 1.1727 -2.0424
N 2.2977 2.3685 -1.8552
P -0.6789 2.6042 0.8940
S -1.6341 2.3149 2.6304
H 3.6598 -2.6016 0.6161
H 3.3874 -1.1795 -0.5558
H 1.0748 -2.5031 0.7620
H 0.6161 -0.5505 2.1738
H 1.9806 0.3132 1.4800
H -1.3424 -1.1862 -1.5670
H -2.3337 0.1629 -1.1072
H -1.6855 -1.9734 0.9960
H -4.1569 -2.4917 0.3223
H -4.2852 -0.6612 0.5514
H 1.8411 0.0250 -2.6312
H 0.3002 1.4936 -3.0605
H 2.2992 2.6490 -0.8800
H 0.4882 3.3550 1.1552
H -1.4090 3.4396 0.0208
*
```

HOMO-LUMO gap: 0.284 Eh
E_HOMO: -4.5 eV
lowest unoccupied orbital energy: 0.1178 hartree



Formula: C18H21F2N2
Source: OMol25
Level of theory: ωB97M-V/def2-TZVPD

ORCA input file:
```
! RIJCOSX wB97M-V def2-TZVPD def2/J DEFGRID3
* xyz 1 1
F -4.2087 -2.6062 -3.1209
C -2.8682 -2.4067 -2.9017
C -1.9517 -3.0265 -3.7608
C -0.5827 -2.8616 -3.4988
C -0.1628 -2.1585 -2.3725
C -1.0886 -1.4901 -1.5287
C -0.5626 -0.6883 -0.4581
C -1.4214 0.1274 0.2819
C -1.0798 0.7881 1.4481
C -2.0738 1.4101 2.2501
C -3.4726 1.2562 1.9952
C -4.3768 1.8868 2.8406
F -5.7247 1.6839 2.6332
C -3.9784 2.6871 3.9195
C -2.5993 2.8433 4.1647
C -1.6656 2.2176 3.3435
C -2.4840 -1.6288 -1.8133
H -2.3036 -3.6190 -4.6035
H 0.1581 -3.2996 -4.1647
H 0.8892 -2.0960 -2.1165
H 0.5048 -0.7400 -0.2272
H -2.4343 0.3037 -0.0989
H -0.0346 0.8745 1.7646
H -3.8425 0.6376 1.1737
H -4.7302 3.1695 4.5538
H -2.2582 3.4543 5.0038
H -0.6001 2.3345 3.5153
H -3.2373 -1.1482 -1.1811
C 3.2877 -0.7896 -2.1191
N 3.5357 -0.8102 -0.7011
N 3.6684 0.2941 0.0660
C 4.4334 0.1036 1.3095
C 3.9791 1.5485 -0.5809
H 4.1703 -0.9083 -2.7757
H 2.6552 -1.6425 -2.3656
H 2.7628 0.1327 -2.3707
H 3.5693 -1.6735 -0.1717
H 4.1967 0.9132 2.0083
H 4.2125 -0.8734 1.7583
H 5.5242 0.1431 1.0923
H 3.7283 2.3499 0.1250
H 5.0569 1.6326 -0.8177
H 3.4099 1.6748 -1.4979
*
```

HOMO-LUMO gap: 0.105 Eh
E_HOMO: -8.9 eV
relative energy (zero: lowest compared OMol25 entry of this formula, charge and spin): 2.054 eV
lowest unoccupied orbital energy: -0.2212 hartree